(1)
{
  "formula": "C19H35BBeCl7F2N7NaO11P",
  "method": "ωB97M-V with the def2-TZVPD basis set",
  "spin_multiplicity": 1,
  "gap_ev": 1.3,
  "symbols": ["Cl", "Cl", "Cl", "Cl", "Cl", "Cl", "Cl", "P", "Na", "F", "F", "O", "O", "O", "O", "O", "O", "O", "O", "O", "O", "O", "N", "N", "N", "N", "N", "N", "N", "C", "C", "C", "C", "C", "C", "C", "C", "C", "C", "C", "C", "C", "C", "C", "C", "C", "C", "C", "B", "Be", "H", "H", "H", "H", "H", "H", "H", "H", "H", "H", "H", "H", "H", "H", "H", "H", "H", "H", "H", "H", "H", "H", "H", "H", "H", "H", "H", "H", "H", "H", "H", "H", "H", "H", "H"],
  "coordinates": [[0.928310, 3.126282, -1.167682], [8.351093, 1.423818, -5.610307], [-4.563215, 2.915487, -2.894440], [3.035996, 1.454204, 0.419757], [-7.333142, 2.964351, -1.962295], [2.075612, -9.397100, -1.156671], [2.386386, -6.975677, -2.762350], [-2.223687, 0.037499, -2.067082], [0.151553, -1.561469, -2.907729], [9.723454, 2.925192, -3.718182], [-0.769004, -1.453341, 2.127604], [7.756616, 2.249926, -3.136505], [4.078425, 1.732991, 6.930178], [-1.756852, 0.968700, -3.158658], [1.524039, 2.319349, 2.969143], [2.410020, 0.609462, 6.157531], [2.581892, 2.721190, 5.721937], [-1.574100, 1.542694, 5.550801], [-0.188800, -4.443397, -0.297121], [8.054194, 0.052242, -3.577142], [6.089170, 0.807533, -2.746351], [0.959494, 4.304551, 1.788892], [-2.771064, 1.393439, 1.443932], [-1.241435, -6.405190, -0.804818], [-0.818138, 2.457566, 2.196342], [-0.888892, 1.383742, 0.019923], [-1.982801, 0.777419, -0.539602], [-5.343581, 0.057638, 2.468406], [3.025714, 1.681352, 6.272871], [-6.017974, 3.903392, -2.679433], [6.604558, 3.029204, -2.843534], [-1.208226, -7.681678, -1.492652], [-0.212128, -5.528670, -0.856848], [7.367733, 0.953883, -3.190690], [1.497438, 0.535917, -0.009881], [-4.522957, 0.152795, 0.116711], [-1.427128, 1.783422, 1.251197], [-6.724839, 1.491066, 0.983308], [0.896135, -0.332528, 1.148254], [5.696836, 2.045680, -2.166487], [-0.231008, 5.106904, 1.511088], [0.371163, 1.445180, -0.679830], [-1.610125, 2.705051, 3.447408], [-3.111606, 0.751292, 0.291702], [-2.419775, -6.053126, -0.031648], [3.159123, -8.078437, -1.611198], [-1.682476, 1.398070, 4.364989], [-5.521994, 0.526418, 1.292944], [0.558299, 3.048205, 2.274589], [9.939658, 4.633522, -3.468659], [4.642965, 2.246882, -2.356561], [-2.132000, -5.884560, 1.007510], [-7.686650, 0.952054, 1.215223], [3.430109, -7.520979, -0.718654], [1.710069, -0.979177, 1.556985], [-5.782768, 4.737016, -2.023531], [-0.856561, 4.599991, 0.720292], [-3.159328, -6.850740, -0.082312], [0.316152, 0.212093, 1.915379], [0.116434, 6.068560, 1.047436], [5.859091, 1.999194, -1.087025], [0.261989, 0.988181, -1.704008], [-1.348057, -1.098827, -2.155881], [4.049941, -8.496986, -2.070857], [6.858223, 3.874440, -2.202046], [-4.500017, -0.539416, 2.404531], [6.186996, 3.407864, -3.781836], [0.169150, -1.049030, 0.648942], [-6.651504, 2.397790, 1.633779], [-1.842666, 0.370534, 3.931558], [-4.483213, -0.970179, 0.004121], [-1.079360, 3.453365, 4.107773], [-1.314868, -8.486515, -0.762080], [-6.708072, 1.814796, -0.092475], [-0.269461, -7.810074, -2.028259], [-3.569708, -0.277267, -2.371412], [-0.822477, 5.330737, 2.433332], [-2.035761, -7.727295, -2.205316], [-2.848099, -5.129400, -0.427358], [-4.959734, 0.580314, -0.832154], [-2.610875, 3.157769, 3.247808], [1.791666, 2.943199, 3.697981], [-6.337821, 4.274533, -3.649065], [0.637701, -5.885332, -1.465942], [1.890549, -0.209552, -0.767583]],
  "forces_ev_per_a": [[-0.8, -0.9, 0.5], [0.4, 0.7, -1.8], [0.1, 0.0, 0.0], [-0.9, -0.4, -0.2], [-0.1, 0.3, -0.5], [0.1, 0.0, 0.0], [0.3, -0.1, -0.3], [2.3, 3.2, -2.3], [1.4, -0.5, -0.4], [2.2, 5.3, 0.2], [-1.8, -0.4, 0.4], [-1.9, -0.9, 1.2], [0.0, 0.2, 0.0], [-0.1, -1.5, 1.0], [-2.3, 1.8, -0.2], [-0.1, 0.1, -0.1], [-0.2, 0.7, -0.5], [-0.2, 0.1, -0.7], [-0.2, 0.2, -0.4], [-0.5, 0.2, 1.1], [0.3, -0.1, -0.3], [-3.0, -1.0, 0.6], [1.0, -0.9, -3.4], [0.3, 0.2, -0.1], [-0.9, 0.3, -0.5], [-1.9, 0.7, 1.5], [-4.0, -2.9, -2.4], [0.4, 0.0, -1.8], [0.2, -0.6, 0.2], [-0.1, 0.2, 0.0], [0.1, 0.5, -0.2], [-0.2, 0.1, 0.1], [0.0, -0.3, -0.1], [0.3, -0.5, 0.2], [0.7, -0.5, 0.7], [-0.4, 0.3, -1.0], [-0.3, 0.0, 0.9], [0.7, -0.6, -0.2], [0.9, 0.1, -1.8], [-0.6, 0.1, 0.5], [0.3, 0.8, -1.2], [1.8, -0.6, -1.3], [0.4, 0.0, 1.3], [2.0, 2.0, 3.9], [0.2, 0.2, 0.1], [0.2, -0.1, 0.2], [-0.1, 0.2, 0.3], [-0.1, 0.4, 0.5], [3.8, -0.2, 0.9], [-0.6, -5.0, -0.8], [0.0, -0.2, 0.0], [-0.2, 0.1, 0.0], [1.0, 0.6, -0.2], [-0.1, 0.0, -0.1], [-0.8, 0.8, -0.1], [0.0, -0.2, 0.0], [0.4, 0.5, 0.9], [0.1, 0.0, -0.1], [1.0, -0.5, -0.5], [-0.3, -0.8, 0.6], [0.0, 0.0, 0.0], [-0.7, 0.6, 1.2], [-2.0, 0.2, 1.3], [-0.2, 0.0, -0.1], [0.2, -0.1, 0.0], [-0.3, 0.2, 0.7], [0.0, -0.1, 0.0], [0.6, 0.7, 0.6], [-0.1, -0.8, -0.5], [0.3, 0.8, -0.3], [0.1, 1.1, 0.2], [-0.2, -0.8, -0.9], [0.0, -0.1, -0.1], [-0.1, -0.5, 1.5], [0.0, 0.1, 0.1], [0.3, -0.5, 1.3], [0.5, -0.3, -0.7], [0.0, -0.2, 0.0], [-0.1, 0.0, 0.1], [0.5, -0.5, 0.8], [0.7, -0.7, -0.2], [0.9, -1.2, 0.0], [0.1, -0.2, 0.0], [-0.3, 0.0, 0.2], [-0.5, 1.0, 0.4]]
}

=====

(2)
{
  "formula": "C19H35BrNO6S",
  "method": "ωB97M-V with the def2-TZVPD basis set",
  "spin_multiplicity": 1,
  "total_charge": 1,
  "gap_ev": 5.7,
  "symbols": ["Br", "S", "O", "O", "O", "O", "O", "O", "N", "C", "C", "C", "C", "C", "C", "C", "C", "C", "C", "C", "C", "C", "C", "C", "C", "C", "C", "C", "H", "H", "H", "H", "H", "H", "H", "H", "H", "H", "H", "H", "H", "H", "H", "H", "H", "H", "H", "H", "H", "H", "H", "H", "H", "H", "H", "H", "H", "H", "H", "H", "H", "H", "H"],
  "coordinates": [[-0.063228, 2.694322, -0.807153], [-2.709551, 1.798306, 4.220322], [-2.585987, 4.247284, 6.737975], [-3.117027, 2.485023, 5.744039], [8.356956, -5.058897, -2.703671], [5.568337, -4.073257, -2.684008], [-0.483966, -1.867335, -0.887846], [0.805379, -2.657407, -3.428995], [-2.107987, 3.361012, 6.105529], [6.481327, -3.927534, -3.770224], [-1.889998, 3.037382, 3.122532], [-6.599451, 6.373028, 0.788365], [8.000976, -6.010345, -1.710071], [-1.107731, 2.318910, 1.889682], [-1.113329, -1.843022, -2.168829], [7.471831, -5.085821, -3.821859], [-5.237451, 2.495237, 1.275277], [-5.288782, 3.800482, 3.698815], [-0.549972, -2.926164, -3.082523], [5.900075, -3.233237, -1.586493], [-5.796284, 3.777435, 0.598677], [-5.842983, 5.067379, 3.019498], [-0.318301, 3.434133, 1.033776], [-6.066782, 5.020646, 1.473441], [-4.381004, 1.277969, 3.535797], [-4.999385, 2.547636, 2.796118], [0.487268, -0.839649, -0.744647], [1.721504, -3.454603, -2.688539], [5.886492, -3.935153, -4.689150], [-5.043619, 0.866615, 4.385055], [1.691846, -4.485815, -3.053120], [-4.149927, 0.427825, 2.788963], [8.089678, -4.980289, -4.718560], [-0.308569, 1.651615, 2.390656], [8.580745, -5.796629, -0.810481], [5.656365, -2.194002, -1.830087], [0.718445, 3.617815, 1.469347], [6.949694, -6.047141, -3.884354], [6.957033, -3.312195, -1.320149], [-7.205950, 6.955715, 1.573261], [-1.808805, 1.737923, 1.205434], [-0.884997, 4.434595, 0.961394], [-4.995145, 1.542608, 0.675715], [7.005112, -2.967191, -3.716437], [5.300906, -3.540579, -0.727017], [-1.022248, -0.853163, -2.630529], [2.725875, -3.057322, -2.846264], [-1.071765, 3.596804, 3.715623], [-0.649328, -3.915591, -2.623596], [1.171669, -0.806812, -1.596154], [8.250056, -7.018582, -2.056191], [1.066277, -1.041233, 0.159016], [1.503546, -3.434661, -1.617502], [-2.575259, 3.843868, 2.698086], [-1.122750, -2.929067, -4.015417], [-5.943658, 3.751494, -0.528088], [-0.011425, 0.128930, -0.633053], [-7.209128, 6.138368, -0.151139], [-6.043230, 6.012611, 3.616894], [6.938327, -5.957478, -1.460278], [-5.109351, 3.820099, 4.823030], [-2.177049, -2.040250, -2.003729], [-5.694318, 7.027360, 0.493838]],
  "forces_ev_per_a": [[-0.1, 0.9, 1.1], [0.8, -1.1, 0.6], [1.3, -2.2, -1.1], [-1.5, -1.2, -2.5], [-0.4, -0.2, 0.0], [0.3, 0.2, 0.2], [0.1, 0.2, -0.2], [-0.2, -0.1, 0.4], [0.1, 3.6, 2.0], [-0.2, -0.5, -0.1], [0.7, 1.9, -1.3], [0.6, -0.6, 0.5], [0.2, 0.1, 0.0], [0.5, -0.1, 0.8], [0.0, -0.5, 0.2], [0.3, 0.5, 0.1], [-0.6, 3.3, 2.3], [-1.0, 0.7, -4.1], [0.1, 0.5, -0.3], [-0.2, -0.1, -0.1], [1.0, -0.5, 4.0], [1.3, -4.0, -2.1], [-0.4, 0.1, 0.6], [0.5, -1.3, 0.6], [-1.2, 1.3, -1.3], [-1.0, 1.6, -0.6], [-0.2, -0.1, 0.1], [0.1, 0.1, -0.2], [0.0, 0.0, 0.0], [1.4, 0.7, -1.0], [0.1, 0.0, 0.1], [-0.1, 1.3, 1.3], [0.0, 0.0, 0.0], [-1.4, 0.7, -1.2], [0.0, 0.0, -0.1], [0.1, 0.1, 0.1], [-1.5, -0.3, -0.7], [0.0, 0.1, 0.1], [0.0, 0.0, 0.0], [0.8, -0.9, -1.4], [0.9, 0.7, 1.1], [0.8, -1.7, 0.0], [-0.5, 1.7, 1.1], [0.0, -0.1, 0.1], [0.0, 0.0, -0.1], [0.1, -0.1, 0.0], [-0.1, 0.0, -0.1], [-1.4, -1.2, -0.4], [0.0, 0.1, 0.1], [0.0, 0.0, 0.0], [-0.1, 0.0, 0.1], [-0.1, -0.1, 0.0], [0.0, 0.0, 0.0], [0.4, -1.3, 0.8], [0.0, 0.0, 0.0], [0.1, 0.3, 1.8], [0.2, -0.2, -0.1], [0.8, 0.4, 1.5], [0.2, -1.4, -1.0], [0.0, 0.0, 0.0], [-0.3, -0.3, -1.8], [0.0, 0.0, 0.0], [-1.4, -1.1, 0.4]]
}

=====

(3)
{
  "formula": "C19H35IrNO2P2",
  "method": "ωB97M-V with the def2-TZVPD basis set",
  "spin_multiplicity": 6,
  "total_charge": 2,
  "e_above_lowest_kcal_mol": 44.2,
  "gap_ev": [7.3, 7.2],
  "symbols": ["Ir", "P", "P", "O", "O", "N", "C", "C", "C", "C", "C", "C", "C", "C", "C", "C", "C", "C", "C", "C", "C", "C", "C", "C", "C", "H", "H", "H", "H", "H", "H", "H", "H", "H", "H", "H", "H", "H", "H", "H", "H", "H", "H", "H", "H", "H", "H", "H", "H", "H", "H", "H", "H", "H", "H", "H", "H", "H", "H", "H"],
  "coordinates": [[-2.641717, -1.195343, 2.362152], [-0.338673, 1.156368, -2.122205], [1.069772, 2.407298, 1.239442], [-3.678936, -2.181504, 1.086660], [0.452870, -3.834205, 0.662037], [-1.639384, -2.904366, 1.300037], [1.417288, 2.785186, -0.519010], [-0.240473, 3.577801, 1.547980], [2.493595, 3.026987, 2.112065], [0.162954, 2.748716, -1.414838], [-1.637055, -4.963204, 0.066074], [-2.870184, -3.146172, 0.882154], [1.408420, 0.602958, 1.311888], [-0.775219, -3.869163, 0.701273], [0.612270, 1.477130, -3.671083], [0.278258, -0.569453, -1.931154], [-2.026490, 1.465110, -2.686699], [1.588871, -1.126636, -2.192319], [-3.084138, -4.468208, 0.178618], [-2.444741, -0.049198, 3.847471], [2.523526, -0.275534, 1.138459], [0.000579, 0.087673, 0.716164], [-0.174618, -0.883577, -0.444122], [2.653940, -1.343566, 0.178857], [2.714019, -0.877419, -1.335863], [2.216092, 2.165685, -0.956372], [3.563988, -1.465017, -1.706274], [0.351997, 3.438611, -2.260574], [2.967233, 0.195350, -1.369328], [0.228099, -1.841158, -0.109943], [1.673496, -1.978946, -2.855789], [0.540535, 0.650046, -4.371419], [-3.675621, -5.175133, 0.792466], [-0.495807, -0.392748, 1.585903], [-1.714657, -0.564380, 4.497859], [3.291223, -0.238102, 1.902880], [-0.460807, -1.131513, -2.523550], [-2.531122, 0.510151, -2.893383], [0.245621, 4.567395, 1.629121], [3.436055, 2.586966, 1.773371], [-3.445828, -0.074043, 4.335662], [1.891904, -2.126902, 0.330097], [-0.702867, 3.183213, -0.904423], [-0.752505, 3.322552, 2.480171], [1.670537, 1.654233, -3.432502], [-1.249578, -1.164584, -0.446534], [-2.581896, 2.050577, -1.932878], [-1.948687, 2.049223, -3.616608], [2.376266, 2.826730, 3.182215], [-1.372216, -5.187458, -0.980294], [-0.619146, 0.986041, 0.526852], [-1.457803, -5.889374, 0.627730], [3.586306, -1.886909, 0.400505], [2.540207, 4.109687, 1.967354], [-0.976445, 3.652230, 0.734135], [0.207388, 2.371794, -4.148061], [-3.565569, -4.325526, -0.815766], [1.821705, 3.815975, -0.497129], [1.300964, 0.668713, 2.444476], [-2.183800, 0.988944, 3.595990]],
  "forces_ev_per_a": [[1.3, 0.5, 0.0], [2.0, 1.5, -4.4], [4.2, 0.9, -2.9], [-2.9, -2.2, -2.2], [-2.0, 0.4, 0.3], [1.2, -1.5, -1.1], [-0.1, 0.7, -0.3], [-1.3, -0.1, 0.8], [0.1, 0.8, 0.5], [0.3, 0.9, 1.2], [0.1, -0.3, -0.2], [0.5, -0.5, -0.5], [-4.3, -0.8, 1.9], [1.0, -0.3, 0.1], [-0.2, 0.1, -0.2], [-2.3, -1.0, 3.0], [-0.6, -0.5, 0.5], [-0.2, -0.1, -0.7], [-0.1, 0.0, -0.1], [-0.4, 1.7, 2.5], [1.5, 1.1, 0.8], [0.1, 0.2, 0.9], [-0.4, -1.4, 0.4], [0.3, -1.1, -1.1], [1.7, -0.3, 1.0], [-0.2, 0.1, 0.5], [-0.1, 0.6, -0.3], [-0.2, -0.7, 0.2], [0.3, -0.2, 0.1], [0.1, 0.3, -0.4], [-0.4, 0.2, -0.3], [0.0, -0.1, 0.0], [0.0, 0.7, -0.3], [0.1, 0.1, -0.6], [0.0, 0.4, 0.2], [-0.1, 0.2, 0.0], [0.1, 0.5, -0.2], [-0.1, 0.4, 0.1], [0.0, -0.5, 0.1], [-0.3, -0.1, -0.1], [0.6, 0.4, 0.1], [0.3, 0.2, -0.1], [0.2, -0.2, -0.2], [-0.1, 0.4, 0.0], [-0.3, -0.2, 0.0], [0.3, 0.7, -0.2], [0.1, -0.4, -0.3], [0.0, -0.2, 0.4], [0.1, 0.1, 0.0], [0.2, 0.3, 0.5], [-0.2, -0.1, 0.0], [-0.1, 0.2, -0.1], [-0.2, 0.4, -0.2], [0.2, -0.1, 0.2], [0.3, -0.3, 0.6], [0.1, 0.0, 0.0], [0.1, -0.1, 0.8], [-0.2, -0.3, -0.2], [-0.2, -0.9, -0.6], [0.2, -0.1, 0.4]]
}